DFT (ωB97M-V/def2-TZVPD) results for a structure of composition C23H41BrHoP2 in a non-equilibrium geometry.

The lowest unoccupied orbital energy (alpha / beta) comes out at -0.0800 / -0.0795 Ha. The energy above the lowest of the compared OMol25 structures with the same formula, charge and spin is 0.0 kcal/mol. The HOMO energy (alpha / beta) comes out at -9.5 / -9.5 eV. The total energy is -5105.52714 a.u. The gap between HOMO and LUMO (alpha / beta) is 7.3 / 7.3 eV.

```
! RIJCOSX wB97M-V def2-TZVPD def2/J DEFGRID3
* xyz 1 5
Ho -1.67 1.41 -0.49
C 0.01 -0.38 0.61
C -0.32 0.48 1.70
C -2.28 -0.50 0.95
C -1.21 -0.98 0.13
C -1.74 0.42 1.90
C 1.38 -0.85 0.29
H 2.10 -0.03 0.15
H 1.40 -1.47 -0.61
H 1.78 -1.46 1.12
C -1.32 -2.00 -0.94
H -0.33 -2.39 -1.20
H -1.77 -1.59 -1.86
H -1.95 -2.84 -0.61
C -3.71 -0.88 0.79
H -3.78 -1.96 0.59
H -4.20 -0.37 -0.06
H -4.28 -0.66 1.70
C -2.49 1.03 3.03
H -2.83 0.26 3.75
H -3.40 1.56 2.69
H -1.86 1.74 3.58
C 0.65 1.14 2.61
H 0.43 0.91 3.66
H 0.64 2.24 2.50
H 1.67 0.79 2.41
C 3.42 1.59 -2.01
C 4.25 2.03 -1.05
C 4.21 3.35 -0.35
C 3.53 4.55 -1.07
C 2.05 4.75 -0.64
C 1.34 3.49 -0.21
C 1.14 2.35 -1.22
C 2.12 2.23 -2.39
H 5.27 3.64 -0.20
H 3.67 4.48 -2.16
H 3.80 3.22 0.66
H 2.25 3.21 -2.87
H 3.67 0.68 -2.58
H 5.08 1.38 -0.75
H 1.64 1.59 -3.14
H 1.17 1.41 -0.64
H 1.63 3.14 0.79
H 0.12 2.36 -1.72
H 4.08 5.46 -0.77
H 2.08 5.46 0.21
P 0.78 5.47 -1.77
C 1.22 5.32 -3.50
C 0.84 7.20 -1.26
P -0.80 3.82 0.07
C -0.86 4.85 -1.47
C -0.65 5.07 1.37
C -2.79 3.57 0.13
H 0.74 4.44 -3.95
H 2.31 5.28 -3.62
H 0.85 6.23 -4.00
H 0.47 7.82 -2.09
H 1.87 7.48 -1.03
H 0.22 7.37 -0.37
H -3.12 4.57 0.45
H -3.13 2.83 0.88
H -3.23 3.36 -0.87
H -1.23 4.26 -2.34
H -1.57 5.69 -1.31
H -1.34 4.80 2.19
H -0.94 6.06 0.99
H 0.37 5.11 1.77
Br -2.20 1.37 -3.06
*
```

For each atom in turn, the Mulliken charge in e is:
1. Ho 0.559
2. C 0.298
3. C 1.264
4. C -0.036
5. C 0.321
6. C 0.966
7. C -1.483
8. H 0.138
9. H 0.303
10. H 0.342
11. C -1.265
12. H 0.389
13. H 0.207
14. H 0.356
15. C -1.358
16. H 0.344
17. H 0.235
18. H 0.374
19. C -1.568
20. H 0.386
21. H 0.286
22. H 0.430
23. C -1.685
24. H 0.453
25. H 0.104
26. H 0.408
27. C -0.671
28. C -0.436
29. C -0.763
30. C -1.104
31. C 0.033
32. C -0.868
33. C 2.151
34. C -0.985
35. H 0.545
36. H 0.272
37. H 0.301
38. H 0.031
39. H 0.383
40. H 0.423
41. H 0.500
42. H -2.159
43. H 0.576
44. H -0.547
45. H 0.605
46. H 0.779
47. P 1.133
48. C -1.520
49. C -1.341
50. P 2.021
51. C -1.540
52. C -1.698
53. C -1.972
54. H 0.490
55. H 0.394
56. H 0.486
57. H 0.474
58. H 0.405
59. H 0.372
60. H 0.606
61. H 0.559
62. H 0.511
63. H 0.415
64. H 0.698
65. H 0.508
66. H 0.463
67. H 0.246
68. Br -0.541